A.
Density functional theory data (the ωB97M-V functional and the def2-TZVPD basis) for a single C10H11NO2 molecule.

Calculated values
M   177.20 g mol⁻¹
Orbital gap   9.11 eV
E_HOMO   -8.425 eV
SMILES   CCCc1ccc2[nH]c(=O)oc2c1

```
24
Properties=species:S:1:pos:R:3:nbo_charge:R:1
C -2.8265 -0.1204 1.4160 -0.618
C -2.7391 -0.9162 0.1129 -0.397
C -1.8564 -0.3545 -1.0759 -0.423
C -0.4218 -0.0151 -0.6698 -0.012
C -0.1058 1.3405 -0.5395 -0.209
C 1.2056 1.7803 -0.2298 -0.228
C 2.1509 0.7489 -0.0016 0.105
N 3.4834 0.7673 0.2750 -0.604
C 4.0123 -0.4893 0.1421 0.862
O 5.2112 -0.7720 0.2699 -0.607
O 2.9661 -1.3223 -0.1162 -0.436
C 1.8525 -0.5925 -0.3233 0.255
C 0.5756 -1.0334 -0.4843 -0.254
H -3.2132 -0.8102 2.2155 0.220
H -1.7753 0.2847 1.6683 0.209
H -3.3767 0.8762 1.2719 0.200
H -2.2716 -1.7972 0.4928 0.196
H -3.7850 -1.1366 -0.2121 0.205
H -1.7145 -1.2214 -1.8093 0.214
H -2.3759 0.4868 -1.6682 0.220
H -0.8864 2.0975 -0.5293 0.216
H 1.4677 2.7384 -0.0459 0.210
H 4.1151 1.5296 0.6033 0.440
H 0.3077 -2.0691 -0.7624 0.235
```

=====

B.
Density functional theory data (the ωB97M-V functional and the def2-TZVPD basis) for 2 unconnected molecules or ions with the total composition C10H11NO2.

Calculated values
M   177.20 g mol⁻¹
Orbital gap (alpha / beta)   6.99 / 6.80 eV
E_HOMO (alpha / beta)   -8.621 / -7.499 eV

```
24
Properties=species:S:1:pos:R:3:nbo_charge:R:1
C -0.3803 -0.7094 -0.5260 -0.065
C 0.7902 -0.4810 -0.4177 0.198
C -0.1639 1.0279 1.7220 -0.226
C -1.3431 0.5269 1.1323 -0.149
C 1.1833 0.7818 1.4314 -0.121
C -1.5343 -0.4132 0.1720 0.003
C 1.8135 0.1210 0.3650 -0.024
C 2.7431 1.9427 -1.5681 -0.520
C -2.8684 -1.9792 -1.0358 -0.625
C -2.9344 -0.9528 0.0300 -0.444
N 3.1371 -0.1791 0.2152 0.465
O 4.0360 0.3051 0.9196 -0.425
O 3.4239 -0.9455 -0.7082 -0.402
H -0.2647 1.4272 2.7141 0.227
H -2.3999 0.7269 1.4976 0.213
H 1.8565 1.2063 2.1783 0.243
H 3.7756 2.0561 -1.0011 0.196
H 1.9100 2.4912 -1.3395 0.156
H 2.8330 1.4574 -2.5921 0.183
H -2.6627 -1.5747 -2.0175 0.219
H -3.7883 -2.4955 -1.2767 0.221
H -2.2459 -2.8319 -0.8212 0.222
H -3.2098 -1.3311 0.9924 0.225
H -3.7065 -0.1770 -0.0659 0.230
```

=====

C.
Density functional theory data (the ωB97M-V functional and the def2-TZVPD basis) for a molecular structure, C10H11NO2.

Calculated values
M   177.20 g mol⁻¹
Orbital gap   9.24 eV
E_HOMO   -8.442 eV

```
24
Properties=species:S:1:pos:R:3:nbo_charge:R:1
C 0.0082 -2.3695 -1.2592 -0.210
C 0.9392 -2.1822 -0.1715 -0.215
C -0.7783 -1.4253 -1.7788 -0.185
C 1.1520 -1.0298 0.4687 -0.189
C 0.8917 1.4284 -2.0734 0.157
C -0.9057 0.4018 1.9046 0.798
C 1.5218 1.1856 -0.7202 -0.526
C -0.7352 0.0022 -1.4173 -0.064
C 0.6001 0.2749 0.0629 0.228
C -1.5552 1.4177 2.8119 -0.712
N -0.1777 0.8555 -2.3780 -0.398
O -1.1423 -0.7766 1.9079 -0.577
O -0.0440 1.0134 1.0833 -0.526
H -0.1053 -3.3881 -1.6037 0.211
H 1.4317 -3.0745 0.1881 0.211
H -1.5263 -1.6814 -2.5192 0.209
H 1.7778 -1.0103 1.3549 0.204
H 1.3614 2.1025 -2.7766 0.186
H 2.5046 0.7363 -0.8717 0.238
H 1.6451 2.1392 -0.2035 0.242
H -1.6922 0.3885 -1.0635 0.210
H -2.3802 1.8823 2.2747 0.239
H -0.8424 2.1894 3.0855 0.232
H -1.9490 0.9200 3.6942 0.236
```

=====

It is B that is the least stable of them.